(1)
Formula: C22H44F7N3O26PS5
Source: OMol25
Level of theory: ωB97M-V/def2-TZVPD

Last column: Löwdin charge in e.
Element x y z (Å)
P  25.573  24.094  -9.166  0.13
F  25.909  23.643  -10.668  -0.16
F  25.104  25.563  -9.661  -0.20
F  24.039  23.518  -9.350  -0.19
F  25.317  24.648  -7.668  -0.20
F  26.125  22.712  -8.521  -0.17
F  26.985  24.853  -8.931  -0.21
C  27.692  29.377  -15.837  -0.01
C  26.420  29.983  -15.193  -0.52
O  25.956  31.110  -15.545  -0.01
N  25.881  29.162  -14.305  0.00
C  24.576  29.483  -13.794  -0.08
H  28.505  30.087  -15.988  0.08
H  27.353  28.994  -16.799  0.08
H  28.103  28.452  -15.431  0.06
H  26.401  28.416  -13.865  0.15
H  24.518  29.466  -12.706  0.09
H  23.897  28.779  -14.275  0.08
H  24.123  30.435  -14.071  0.08
C  20.151  23.759  -4.359  -0.02
C  18.961  22.908  -4.429  -0.62
O  18.962  21.926  -5.102  0.07
N  17.829  23.515  -4.040  0.00
C  17.681  24.582  -3.038  -0.06
H  20.626  23.917  -3.391  0.08
H  19.997  24.771  -4.733  0.08
H  20.965  23.327  -4.941  0.09
H  17.039  22.941  -4.296  0.14
H  17.942  25.466  -3.620  0.08
H  18.389  24.420  -2.225  0.08
H  16.640  24.640  -2.720  0.08
C  28.747  29.895  -9.366  0.00
C  27.792  30.481  -8.296  -0.55
O  28.002  31.585  -7.808  0.02
N  26.823  29.641  -7.913  -0.01
C  25.841  29.910  -6.923  -0.07
H  28.843  30.656  -10.141  0.08
H  28.435  28.948  -9.807  0.07
H  29.749  29.733  -8.968  0.08
H  26.943  28.767  -8.406  0.13
H  26.028  29.260  -6.068  0.08
H  24.886  29.690  -7.401  0.09
H  25.941  30.942  -6.587  0.09
C  31.359  23.059  -11.230  -0.04
C  30.971  23.466  -12.625  -0.37
O  31.571  22.540  -13.430  0.16
C  32.209  21.605  -12.752  -0.48
O  32.922  20.722  -13.292  0.11
O  31.922  21.751  -11.408  0.06
F  31.461  24.682  -12.841  0.10
H  30.469  22.801  -10.656  0.14
H  32.081  23.756  -10.805  0.15
H  29.883  23.396  -12.648  0.18
C  29.640  17.984  -6.324  -0.17
C  29.976  19.389  -5.799  -0.16
O  30.770  19.207  -4.641  -0.21
S  31.492  17.779  -4.536  0.70
O  31.510  17.465  -3.135  -0.23
O  32.800  17.760  -5.216  -0.26
O  30.285  17.097  -5.429  -0.19
H  30.041  17.986  -7.337  0.13
H  28.577  17.805  -6.487  0.13
H  29.100  19.970  -5.509  0.13
H  30.563  20.034  -6.452  0.13
C  26.332  25.695  -2.124  -0.22
C  27.460  24.721  -2.092  -0.20
O  28.300  25.118  -1.049  -0.21
S  27.911  26.631  -0.438  0.78
O  29.091  27.502  -0.522  -0.25
O  27.172  26.600  0.871  -0.28
O  26.880  26.875  -1.679  -0.18
H  25.548  25.364  -1.443  0.13
H  25.841  25.674  -3.097  0.15
H  28.164  24.680  -2.922  0.14
H  27.134  23.721  -1.804  0.14
C  18.223  26.573  -8.434  -0.17
C  18.467  25.221  -9.176  -0.14
O  17.159  24.752  -9.530  -0.23
S  15.882  25.626  -8.992  0.73
O  15.006  24.697  -8.310  -0.23
O  15.356  26.443  -10.097  -0.26
O  16.898  26.468  -7.974  -0.22
H  18.230  27.397  -9.148  0.12
H  18.979  26.852  -7.700  0.13
H  18.866  24.384  -8.602  0.12
H  19.168  25.165  -10.010  0.13
C  20.591  21.274  -13.697  -0.12
C  19.220  20.904  -12.962  -0.17
O  19.025  19.600  -13.437  -0.23
S  20.354  18.741  -13.128  0.72
O  20.592  17.620  -13.994  -0.22
O  20.470  18.527  -11.674  -0.26
O  21.333  20.043  -13.563  -0.23
H  21.068  22.067  -13.121  0.13
H  20.479  21.371  -14.777  0.13
H  18.325  21.498  -13.148  0.13
H  19.225  20.734  -11.885  0.12
C  27.136  18.753  -13.574  -0.18
C  26.496  18.384  -12.259  -0.20
O  26.615  16.984  -12.074  -0.20
S  27.779  16.354  -13.085  0.72
O  27.322  15.076  -13.576  -0.22
O  29.094  16.557  -12.461  -0.25
O  27.360  17.495  -14.138  -0.21
H  28.149  19.130  -13.430  0.13
H  26.435  19.423  -14.072  0.14
H  25.453  18.698  -12.218  0.13
H  26.892  18.966  -11.427  0.13

Properties
**Charge**: -1
**Kohn-Sham gap**: 9.442 eV
**Max |F|**: 5.305 eV/A
**E_tot**: -6016.6156 Ha
**LUMO**: 1.40 eV
**E_HOMO**: -8.04 eV

(2)
Formula: C8H22Br2LiO3
Source: OMol25
Level of theory: ωB97M-V/def2-TZVPD

Last column: Löwdin charge in e.
Element x y z (Å)
Li  -1.081  -0.490  -1.761  0.26
Br  -3.013  0.984  -1.561  -0.45
Br  -1.092  -1.916  -3.815  -0.53
C  0.432  2.877  -1.790  -0.08
C  0.796  1.680  -2.624  -0.46
C  2.256  1.823  -3.198  -0.05
O  0.781  0.508  -1.813  -0.15
H  -0.604  2.858  -1.449  0.03
H  0.610  3.826  -2.296  0.07
H  1.078  2.966  -0.916  0.07
H  0.094  1.568  -3.451  0.13
H  2.474  0.884  -3.708  0.08
H  3.043  1.909  -2.449  0.07
H  2.359  2.647  -3.904  0.07
H  1.668  0.386  -1.466  0.09
C  -0.771  0.837  1.660  -0.06
C  -0.646  -0.285  2.724  -0.45
C  -0.755  0.315  4.118  -0.08
O  -1.703  -1.209  2.421  -0.06
H  -1.771  1.265  1.593  0.07
H  -0.476  0.623  0.633  0.04
H  -0.125  1.676  1.919  0.07
H  0.393  -0.614  2.741  0.13
H  -0.633  -0.445  4.889  0.07
H  -1.701  0.811  4.336  0.08
H  0.023  1.055  4.307  0.08
H  -2.580  -0.818  2.406  0.11
C  0.990  -2.952  0.550  -0.07
C  -0.394  -3.147  -0.141  -0.25
O  -1.091  -1.882  -0.215  -0.21
H  1.737  -2.524  -0.120  0.07
H  1.384  -3.914  0.879  0.06
H  0.957  -2.361  1.465  0.05
H  -1.056  -3.748  0.482  0.11
H  -0.322  -3.583  -1.137  0.08
H  -1.262  -1.609  0.689  0.02

Properties
**Charge**: -1
**Kohn-Sham gap**: 6.743 eV
**Max |F|**: 3.303 eV/A
**E_tot**: -5699.4760 Ha
**LUMO**: 2.54 eV
**E_HOMO**: -4.20 eV

(3)
Formula: CH5BOS
Source: OMol25
Level of theory: ωB97M-V/def2-TZVPD

Last column: Löwdin charge in e.
Element x y z (Å)
B  -0.071  0.340  0.550  -0.50
C  0.790  -0.010  -0.598  -0.51
O  -0.896  -0.608  1.087  0.06
S  0.855  -1.777  -1.065  0.71
H  -0.109  1.355  1.030  0.07
H  1.801  0.337  -0.322  0.05
H  0.605  0.843  -1.783  0.21
H  -1.510  -0.071  1.650  0.12
H  -0.006  -2.201  -0.219  -0.20

Properties
**Charge**: 0
**Kohn-Sham gap**: 9.315 eV
**Max |F|**: 5.372 eV/A
**E_tot**: -539.3544 Ha
**LUMO**: 0.39 eV
**E_HOMO**: -8.93 eV

(4)
Formula: CBr3P
Source: OMol25
Level of theory: ωB97M-V/def2-TZVPD

Last column: Löwdin charge in e.
Element x y z (Å)
C  -0.351  -0.183  0.086  -1.61
P  0.759  1.146  0.092  0.39
Br  -2.148  0.316  0.007  0.58
Br  -0.050  -2.173  0.009  0.48
Br  2.627  0.003  0.005  0.16

Properties
**Charge**: 0
**Kohn-Sham gap**: 8.301 eV
**Max |F|**: 2.467 eV/A
**E_tot**: -8101.4756 Ha
**LUMO**: -0.82 eV
**E_HOMO**: -9.12 eV

(5)
Formula: C24H40BrNO16P
Source: OMol25
Level of theory: ωB97M-V/def2-TZVPD

Last column: Löwdin charge in e.
Element x y z (Å)
O  0.822  1.131  3.430  -0.40
P  0.506  -0.221  2.518  0.60
Br  -0.658  -1.435  3.982  0.41
C  2.080  -1.210  2.533  -0.52
C  3.078  -0.909  1.387  -0.15
C  4.397  -1.502  1.935  -0.09
N  4.332  -1.390  3.449  0.07
C  2.932  -0.944  3.797  -0.12
H  1.657  1.580  3.151  0.06
H  1.748  -2.254  2.395  0.10
H  3.163  0.145  1.065  0.12
H  2.809  -1.562  0.534  0.13
H  4.520  -2.580  1.702  0.14
H  5.294  -0.968  1.547  0.14
H  4.614  -2.226  3.981  0.11
H  4.936  -0.603  3.695  0.18
H  3.012  0.163  3.857  0.12
H  2.488  -1.396  4.705  0.13
C  -4.078  -1.469  -1.074  -0.03
C  -3.255  -2.549  -0.422  -0.31
C  -3.622  -2.868  1.008  -0.08
O  -2.374  -3.344  1.544  0.05
C  -1.384  -2.776  0.832  -0.60
O  -0.223  -2.818  1.144  0.05
O  -1.866  -2.155  -0.261  0.09
H  -3.993  -0.529  -0.528  0.10
H  -3.735  -1.290  -2.093  0.09
H  -5.124  -1.759  -1.112  0.08
H  -3.267  -3.455  -1.034  0.16
H  -4.384  -3.637  1.100  0.14
H  -3.927  -1.982  1.570  0.14
C  -1.296  4.622  -0.312  -0.01
C  -0.330  3.468  -0.374  -0.31
C  0.554  3.295  0.839  -0.10
O  1.725  2.665  0.283  0.03
C  1.802  3.037  -1.022  -0.56
O  2.734  2.829  -1.742  0.15
O  0.665  3.662  -1.402  0.08
H  -0.762  5.565  -0.185  0.09
H  -1.868  4.689  -1.238  0.08
H  -1.991  4.492  0.517  0.10
H  -0.861  2.540  -0.603  0.16
H  0.113  2.658  1.600  0.10
H  0.849  4.247  1.286  0.14
C  1.017  2.487  -4.682  -0.02
C  -0.433  2.512  -5.082  -0.32
C  -0.849  3.655  -5.981  -0.08
O  -2.227  3.844  -5.611  0.07
C  -2.369  3.418  -4.335  -0.55
O  -3.336  3.608  -3.653  0.14
O  -1.266  2.753  -3.929  0.08
H  1.282  3.402  -4.152  0.09
H  1.202  1.658  -4.000  0.09
H  1.671  2.375  -5.546  0.10
H  -0.734  1.554  -5.513  0.16
H  -0.769  3.427  -7.041  0.14
H  -0.305  4.576  -5.763  0.14
C  7.390  -6.656  6.075  -0.01
C  6.285  -5.932  5.354  -0.30
C  6.736  -5.027  4.225  -0.06
O  5.695  -4.022  4.224  0.02
C  5.183  -3.968  5.480  -0.55
O  4.436  -3.089  5.822  0.14
O  5.622  -4.978  6.227  0.12
H  8.096  -5.948  6.511  0.10
H  6.985  -7.257  6.887  0.10
H  7.923  -7.314  5.389  0.10
H  5.526  -6.636  5.007  0.16
H  6.785  -5.524  3.260  0.14
H  7.688  -4.537  4.433  0.14
C  -6.856  2.904  -5.571  -0.01
C  -7.300  2.391  -4.226  -0.32
C  -6.643  3.046  -3.030  -0.08
O  -6.689  1.994  -2.047  0.07
C  -6.706  0.816  -2.711  -0.55
O  -6.567  -0.259  -2.200  0.13
O  -6.907  1.016  -4.033  0.09
H  -5.783  2.770  -5.701  0.09
H  -7.357  2.358  -6.370  0.09
H  -7.095  3.962  -5.671  0.09
H  -8.389  2.436  -4.141  0.16
H  -7.176  3.921  -2.668  0.14
H  -5.600  3.304  -3.219  0.11

Properties
**Charge**: +1
**Kohn-Sham gap**: 8.849 eV
**Max |F|**: 1.375 eV/A
**E_tot**: -5112.4039 Ha
**LUMO**: -2.46 eV
**E_HOMO**: -11.31 eV

(6)
Formula: C4H11N3O
Source: OMol25
Level of theory: ωB97M-V/def2-TZVPD

Last column: Löwdin charge in e.
Element x y z (Å)
C  0.938  -0.104  0.419  -0.43
C  -0.519  -1.296  -1.128  -0.08
C  0.581  2.061  -0.902  -0.15
N  -0.363  -0.556  0.108  -0.13
N  1.297  0.800  -0.842  -0.06
C  -1.158  -1.062  1.277  -0.20
O  1.050  0.568  1.619  0.00
N  -2.096  -1.886  1.111  0.08
H  0.402  1.287  1.628  0.10
H  1.693  -0.906  0.435  0.16
H  2.297  0.971  -0.781  0.09
H  -2.678  -2.051  1.928  0.05
H  -0.912  -0.549  2.216  0.12
H  0.219  -2.099  -1.214  0.09
H  -1.512  -1.738  -1.103  0.07
H  -0.396  -0.618  -1.968  0.08
H  0.838  2.571  -1.833  0.08
H  -0.491  1.859  -0.896  0.08
H  0.809  2.748  -0.072  0.07

Properties
**Charge**: 0
**Kohn-Sham gap**: 9.725 eV
**Max |F|**: 4.262 eV/A
**E_tot**: -398.4786 Ha
**LUMO**: 0.81 eV
**Structure (SMILES)**: [H]/N=C/N(C)[C@H](O)NC
**E_HOMO**: -8.91 eV